(1)
A molecular structure, C5H12S at a distorted geometry, computed with wB97M-V/def2-TZVPD.

Geometry as XYZ:
```
18
C5H12S, DFT wB97M-V/def2-TZVPD
C -1.98 1.09 0.23
C -0.79 -0.12 -0.04
C -1.13 -0.93 -1.25
C -0.69 -0.99 1.16
C 0.55 1.03 -0.14
H -2.95 0.61 -0.02
H -1.86 1.58 1.24
H -1.67 1.98 -0.53
H -1.97 -1.68 -0.85
H -0.04 -1.53 -1.27
H -1.61 -0.45 -2.19
H 0.20 -0.36 2.01
H -0.24 -2.12 0.99
H -1.89 -1.02 1.79
H 0.47 1.89 0.52
H 0.52 1.41 -1.26
H 1.69 -0.53 1.14
S 2.10 -0.02 -0.09
```

## Properties
Kohn-Sham gap = 0.352 Ha
E = -16210.5736 eV
Max |F| = 0.128 Eh/bohr
LUMO = 0.7023 eV
Spin multiplicity = 1


(2)
A single C5H12S molecule at a distorted geometry, computed with wB97M-V/def2-TZVPD.

Geometry as XYZ:
```
18
C5H12S, DFT wB97M-V/def2-TZVPD
C -1.53 0.18 1.70
C -0.16 0.64 1.01
C -0.11 0.09 -0.37
C -0.10 -1.45 -0.58
C 1.22 0.66 -0.94
S 1.42 -0.01 -2.61
H -1.70 0.47 2.75
H -1.68 -1.05 1.42
H -2.36 0.51 1.14
H 0.22 1.82 1.10
H 0.74 0.11 1.54
H -0.95 0.63 -0.89
H -1.11 -1.94 -0.39
H 0.15 -1.70 -1.50
H 0.45 -1.81 0.33
H 1.92 0.30 0.00
H 1.11 1.80 -0.93
H 2.45 0.75 -2.78
```

## Properties
Kohn-Sham gap = 0.367 Ha
E = -16212.4819 eV
Max |F| = 0.145 Eh/bohr
Structure (SMILES) = CC[C@H](C)CS
LUMO = 0.9506 eV
Spin multiplicity = 1